1.
CH4N2 | wB97M-V/def2-TZVPD

```
! wB97M-V def2-TZVPD RIJCOSX def2/J DEFGRID3
* xyz 0 1
H 0.79446 -1.22061 0.10149
N 1.21660 -0.18612 -0.01951
C 0.14932 0.46593 0.04245
N -1.11265 -0.15786 -0.16178
H 0.25027 1.53532 0.02199
H -1.05861 -1.10166 0.39203
H -1.60973 0.39922 0.49887
*
```

The energy relative to the best compared isomer or geometry (same formula, charge and spin) comes out at 195.01 kJ/mol. Its SMILES is [H]/N=C\N. The value obtained for the HOMO energy is -10.3598 eV. The orbital gap is 11.38 eV. The value obtained for the molecular weight is 44.06 g/mol. The total energy comes out at -149.9689 Ha.


2.
CH4N2 | wB97M-V/def2-TZVPD

```
! wB97M-V def2-TZVPD RIJCOSX def2/J DEFGRID3
* xyz 0 1
H 1.37532 -1.21553 -0.01434
N 1.53001 -0.20449 -0.01821
C 0.40316 0.36806 0.03627
N -0.83537 -0.32176 -0.02443
H 0.42051 1.46789 -0.01473
H -1.43224 -0.14535 0.78716
H -1.46139 0.05119 -0.75171
*
```

The energy relative to the best compared isomer or geometry (same formula, charge and spin) comes out at 146.22 kJ/mol. Its SMILES is [H]/N=C\N. The value obtained for the HOMO energy is -10.4400 eV. The orbital gap is 11.46 eV. The value obtained for the molecular weight is 44.06 g/mol. The total energy comes out at -149.9875 Ha.


3.
CH4N2O | wB97M-V/def2-TZVPD

```
! wB97M-V def2-TZVPD RIJCOSX def2/J DEFGRID3
* xyz 0 1
C 1.58310 0.72694 -0.59241
N 1.76169 0.45509 0.52069
O 2.00629 -0.08096 1.56657
H 1.35823 1.36721 -1.36341
N -1.54701 -0.51568 -0.22972
H -2.13396 -1.26805 -0.60064
H -2.15819 0.19442 0.23085
H -0.87016 -0.87896 0.46807
*
```

The energy relative to the best compared isomer or geometry (same formula, charge and spin) comes out at 398.56 kJ/mol. Its SMILES is C#[N+][O-].N. The value obtained for the HOMO energy is -9.8570 eV. The orbital gap is 10.82 eV. The value obtained for the molecular weight is 60.06 g/mol. The total energy comes out at -225.1402 Ha.


> Number 1 is which compound?

CH4N2


> What is the orbital gap in the third record?

10.82 eV